A cluster of 2 separate species, C7H14O in total, computed with ωB97M-V with the def2-TZVPD basis set.

Element x y z (Å)
C 0.96 -0.19 -1.89
C 0.16 0.53 -0.84
C 0.73 1.82 -0.31
C -1.05 0.10 -0.48
C -1.74 -1.10 -1.07
O -1.78 0.67 0.53
H 1.78 0.41 -2.25
H 0.33 -0.44 -2.75
H 1.37 -1.12 -1.50
H 1.65 2.10 -0.84
H 0.01 2.65 -0.41
H 1.00 1.74 0.75
H -2.68 -1.26 -0.55
H -1.12 -1.99 -0.96
H -1.94 -0.95 -2.13
H -1.19 1.27 1.05
C 0.97 -1.00 1.83
C 0.18 -0.36 2.67
H 0.63 -1.84 1.25
H 2.00 -0.71 1.67
H 0.56 0.38 3.36
H -0.83 -0.69 2.85

HOMO = -0.2921 hartree
Charge = 0
SMILES string = CC(C)=C(C)O.C=C
2S+1 = 1
Frontier orbital gap = 0.3268 hartree
Energy above the lowest of the compared OMol25 structures with the same formula, charge and spin = 1.689 eV
E_LUMO = 0.03461 hartree


A cluster of 10 separate species, C76H75F14N5O7PS in total, computed with ωB97M-V with the def2-TZVPD basis set.

Element x y z (Å)
C -0.91 -3.38 -2.42
C -1.27 -4.67 -1.58
O -0.40 -5.41 -1.29
O -2.63 -4.87 -1.28
C -2.78 -5.61 -0.08
O -2.80 -6.79 -0.07
C -2.90 -4.86 1.31
C -3.87 -3.64 1.04
N -4.90 -3.95 0.25
N -5.76 -2.99 0.00
C -6.85 -3.43 -0.91
C -6.83 -2.65 -2.30
C -6.01 -3.59 -3.30
O -5.82 -2.96 -4.56
C -5.58 -1.75 0.53
P -6.87 -0.42 0.16
N -8.30 -0.96 -0.18
O -6.36 0.50 -1.14
O -7.12 0.56 1.50
C -4.46 -1.28 1.36
C -4.23 0.13 1.91
C -3.96 1.22 0.76
C -4.68 2.59 1.08
C -4.64 3.60 -0.11
S -2.93 4.26 -0.40
C -2.21 2.98 -1.45
N -1.19 2.20 -1.11
N -0.93 1.32 -2.11
C -1.84 1.62 -3.05
O -2.68 2.65 -2.72
C -3.47 -2.38 1.67
C -2.22 -2.20 2.55
C -0.88 -2.16 1.67
C -0.23 -0.73 1.56
C 1.26 -0.94 1.08
F 2.14 -0.82 2.15
F 1.45 -2.18 0.48
C 1.73 0.11 -0.01
F 1.31 1.36 0.24
F 3.11 0.10 0.00
F 1.36 -0.37 -1.22
H -1.83 -2.83 -2.75
H -0.37 -3.67 -3.35
H -0.26 -2.68 -1.84
H -3.38 -5.51 2.09
H -1.87 -4.54 1.56
H -7.85 -3.37 -0.41
H -6.73 -4.51 -1.19
H -7.86 -2.49 -2.70
H -6.24 -1.71 -2.23
H -5.03 -3.77 -2.78
H -6.53 -4.57 -3.40
H -5.95 -2.00 -4.49
H -8.58 -0.66 -1.12
H -7.15 0.84 -1.61
H -7.65 -0.01 2.11
H -3.28 0.12 2.50
H -5.00 0.49 2.64
H -4.18 0.83 -0.26
H -2.86 1.46 0.77
H -5.71 2.48 1.49
H -4.06 3.06 1.91
H -5.10 3.23 -1.06
H -5.23 4.51 0.21
H -1.92 1.07 -4.00
H -2.28 -1.37 3.29
H -2.13 -3.15 3.15
H -0.13 -2.79 2.23
H -1.05 -2.65 0.69
H -0.75 -0.13 0.77
H -0.17 -0.21 2.55
F 9.25 0.26 -1.34
C 8.19 -0.46 -0.92
C 6.91 0.00 -1.19
C 5.82 -0.74 -0.77
C 6.02 -1.93 -0.07
C 7.30 -2.38 0.19
C 8.40 -1.64 -0.24
H 6.78 0.94 -1.73
H 4.82 -0.40 -0.98
H 5.16 -2.51 0.26
H 7.46 -3.30 0.74
H 9.41 -1.98 -0.05
F -8.80 -1.74 2.93
C -9.70 -2.75 2.92
C -9.27 -4.04 3.20
C -10.20 -5.08 3.19
C -11.53 -4.81 2.89
C -11.94 -3.52 2.61
C -11.02 -2.48 2.62
H -8.23 -4.22 3.43
H -9.88 -6.09 3.42
H -12.25 -5.62 2.88
H -12.97 -3.32 2.37
H -11.32 -1.46 2.41
F -0.79 -0.30 -4.64
C -0.05 -0.32 -5.77
C 0.82 0.73 -6.02
C 1.58 0.71 -7.18
C 1.47 -0.34 -8.07
C 0.59 -1.39 -7.81
C -0.17 -1.38 -6.64
H 0.89 1.55 -5.31
H 2.27 1.53 -7.38
H 2.06 -0.35 -8.98
H 0.50 -2.21 -8.51
H -0.85 -2.19 -6.42
F 0.44 1.83 4.94
C 1.57 2.38 4.45
C 2.35 1.65 3.56
C 3.51 2.22 3.05
C 3.89 3.50 3.44
C 3.10 4.21 4.34
C 1.94 3.65 4.84
H 2.04 0.66 3.28
H 4.11 1.66 2.34
H 4.79 3.94 3.04
H 3.40 5.21 4.64
H 1.31 4.20 5.53
F 3.78 -2.16 9.62
C 3.52 -1.81 8.35
C 4.17 -2.46 7.32
C 3.89 -2.10 6.01
C 2.97 -1.10 5.74
C 2.32 -0.45 6.79
C 2.59 -0.81 8.10
H 4.89 -3.23 7.54
H 4.39 -2.61 5.19
H 2.75 -0.82 4.72
H 1.60 0.33 6.58
H 2.09 -0.33 8.93
F 2.12 5.79 6.81
C 3.11 5.78 7.73
C 4.07 4.79 7.67
C 5.10 4.78 8.61
C 5.13 5.75 9.60
C 4.16 6.74 9.65
C 3.14 6.75 8.71
H 4.02 4.04 6.89
H 5.86 4.01 8.57
H 5.93 5.74 10.34
H 4.18 7.49 10.43
H 2.37 7.52 8.73
F 1.73 -2.72 -10.20
C 2.47 -2.74 -11.33
C 3.34 -1.69 -11.59
C 4.10 -1.72 -12.75
C 3.98 -2.78 -13.64
C 3.10 -3.82 -13.37
C 2.34 -3.80 -12.20
H 3.41 -0.87 -10.89
H 4.79 -0.91 -12.95
H 4.58 -2.79 -14.54
H 3.01 -4.64 -14.06
H 1.66 -4.61 -11.97
F -3.42 7.35 1.74
C -3.54 8.36 0.85
C -3.48 8.08 -0.50
C -3.61 9.11 -1.42
C -3.79 10.42 -0.97
C -3.85 10.68 0.39
C -3.73 9.65 1.31
H -3.33 7.06 -0.83
H -3.57 8.90 -2.48
H -3.89 11.22 -1.69
H -3.99 11.70 0.74
H -3.78 9.84 2.37
F 15.24 -2.52 -0.37
C 14.10 -2.04 -0.89
C 13.30 -1.20 -0.12
C 12.13 -0.70 -0.66
C 11.75 -1.04 -1.95
C 12.56 -1.88 -2.71
C 13.74 -2.38 -2.18
H 13.61 -0.95 0.89
H 11.50 -0.04 -0.07
H 10.84 -0.65 -2.37
H 12.26 -2.15 -3.72
H 14.38 -3.03 -2.76

HOMO = -0.3661 hartree
Charge = +1
2S+1 = 1
Frontier orbital gap = 0.1887 hartree
Energy above the lowest of the compared OMol25 structures with the same formula, charge and spin = 2.434 eV
E_LUMO = -0.17743 hartree


An isolated molecule of C12H25N3O3, computed with ωB97M-V with the def2-TZVPD basis set.

Element x y z (Å)
C 4.51 -0.48 -1.22
C 3.07 -0.72 -0.90
C 2.44 -1.80 -1.73
C 3.06 -1.19 0.69
C 1.66 -1.31 1.36
N 0.84 -2.43 0.86
C 0.89 -0.01 1.24
O 0.91 0.86 2.12
N 0.29 0.06 0.03
C -0.54 1.20 -0.36
C -1.86 1.45 0.41
C -2.73 0.25 0.71
C -3.73 -0.03 -0.36
C -4.50 -1.27 -0.05
N -5.56 -1.64 -1.00
C 0.28 2.53 -0.47
O -0.15 3.43 -1.09
O 1.42 2.57 0.23
H 4.95 0.32 -0.70
H 5.11 -1.41 -1.02
H 4.74 -0.20 -2.30
H 2.64 0.25 -1.04
H 2.47 -1.63 -2.85
H 2.93 -2.82 -1.52
H 1.37 -1.93 -1.53
H 3.63 -0.38 1.12
H 3.58 -2.16 0.86
H 1.88 -1.45 2.41
H 1.38 -3.22 0.54
H 0.18 -2.67 1.59
H -0.12 -0.77 -0.42
H -0.78 1.09 -1.44
H -1.59 1.98 1.38
H -2.44 2.18 -0.17
H -2.12 -0.66 1.03
H -3.27 0.44 1.64
H -3.18 -0.25 -1.33
H -4.43 0.80 -0.49
H -3.84 -2.10 0.12
H -5.01 -1.20 0.94
H -5.18 -1.86 -1.93
H -5.90 -2.59 -0.76
H 1.29 1.73 0.64

HOMO = -0.3547 hartree
Charge = 0
SMILES string = CC(C)C[C@H](N)C(=O)N[C@@H](CCCCN)C(=O)O
2S+1 = 1
Frontier orbital gap = 0.3712 hartree
Energy above the lowest of the compared OMol25 structures with the same formula, charge and spin = 1.757 eV
E_LUMO = 0.01650 hartree


> Which formula does entry 2 have?

C76H75F14N5O7PS